Record 1
{
  "formula": "C2H5IN2O2S",
  "method": "ωB97M-V/def2-TZVPD",
  "symbols": ["C", "C", "N", "N", "O", "O", "S", "I", "H", "H", "H", "H", "H"],
  "xyz": [[-0.01, 0.45, 1.08], [-1.16, -0.57, 0.61], [1.18, 0.21, 0.22], [-1.55, -0.55, -0.70], [0.93, 2.31, -1.11], [1.99, 0.34, -2.25], [1.01, 0.91, -1.39], [-0.91, -1.98, -1.95], [-0.40, 1.51, 0.80], [0.41, 0.09, 2.14], [-0.82, -1.60, 0.98], [-2.03, -0.28, 1.20], [1.37, -0.83, 0.36]],
  "lowdin_charge": [-0.217, -0.492, -0.193, -0.509, -0.341, -0.363, 0.664, 0.838, 0.130, 0.165, 0.100, 0.109, 0.110],
  "homo_lumo_gap_ha": [0.2704, 0.2803],
  "energy_ev": -28161.3085
}

=====

Record 2
{
  "formula": "C4H2O2",
  "method": "ωB97M-V/def2-TZVPD",
  "symbols": ["O", "C", "C", "O", "C", "C", "H", "H"],
  "xyz": [[0.51, -0.91, -2.46], [1.05, -0.70, -1.43], [0.17, 0.03, 0.01], [0.48, -1.21, -0.11], [-0.72, 0.48, 1.01], [-1.45, 1.10, 1.76], [2.08, -0.39, -1.23], [-2.10, 1.59, 2.45]],
  "lowdin_charge": [0.093, -0.332, -0.109, 0.070, -0.067, 0.163, 0.140, 0.042],
  "homo_lumo_gap_ha": 0.3072,
  "energy_ev": -8269.7732
}

=====

Record 3
{
  "formula": "C20H31N3O2S",
  "method": "ωB97M-V/def2-TZVPD",
  "symbols": ["C", "C", "C", "C", "N", "C", "C", "O", "C", "C", "C", "C", "C", "C", "C", "C", "C", "N", "C", "O", "C", "C", "S", "N", "C", "C", "H", "H", "H", "H", "H", "H", "H", "H", "H", "H", "H", "H", "H", "H", "H", "H", "H", "H", "H", "H", "H", "H", "H", "H", "H", "H", "H", "H", "H", "H", "H"],
  "xyz": [[3.79, -0.61, 0.64], [3.65, 0.87, 0.36], [2.21, 1.35, 0.20], [1.61, 0.80, -1.11], [0.22, 0.38, -1.06], [-0.68, 0.94, -2.05], [-0.09, -0.63, -0.21], [0.76, -1.13, 0.50], [-1.54, -1.08, -0.17], [-1.77, -2.30, 0.70], [-3.19, -2.30, 1.27], [-3.39, -3.45, 2.25], [-3.05, -4.79, 1.63], [-1.66, -4.78, 1.01], [-1.50, -3.64, 0.05], [-0.48, -3.79, -1.04], [-1.95, -3.89, -1.37], [2.28, 2.81, 0.24], [1.23, 3.66, 0.13], [0.07, 3.29, 0.02], [1.58, 5.12, 0.24], [2.44, 5.65, 1.15], [2.48, 7.33, 0.96], [1.39, 7.37, -0.28], [1.00, 6.15, -0.56], [0.00, 5.96, -1.66], [4.84, -0.87, 0.81], [3.22, -0.90, 1.52], [3.43, -1.23, -0.18], [4.10, 1.42, 1.19], [4.23, 1.15, -0.54], [1.63, 0.99, 1.04], [1.71, 1.55, -1.89], [2.21, -0.06, -1.43], [-1.71, 0.70, -1.82], [-0.59, 2.02, -2.06], [-0.45, 0.55, -3.05], [-2.12, -0.24, 0.23], [-1.92, -1.26, -1.18], [-1.08, -2.22, 1.55], [-3.39, -1.35, 1.76], [-3.91, -2.38, 0.45], [-2.75, -3.27, 3.13], [-4.42, -3.45, 2.62], [-3.12, -5.59, 2.39], [-3.78, -5.03, 0.86], [-0.90, -4.69, 1.80], [-1.47, -5.73, 0.50], [0.06, -2.92, -1.37], [0.11, -4.69, -1.05], [-2.36, -4.87, -1.60], [-2.41, -3.10, -1.93], [3.19, 3.23, 0.30], [3.01, 5.15, 1.91], [-0.16, 4.91, -1.88], [-0.96, 6.40, -1.37], [0.34, 6.47, -2.56]],
  "lowdin_charge": [-0.101, -0.219, -0.275, -0.092, -0.086, -0.036, -0.436, 0.054, -0.069, -0.265, -0.162, -0.200, -0.193, -0.143, -0.411, -0.066, -0.073, 0.105, -0.437, 0.077, -0.198, -0.358, 0.989, -0.254, -0.409, -0.018, 0.073, 0.076, 0.064, 0.113, 0.121, 0.148, 0.134, 0.121, 0.079, 0.074, 0.098, 0.136, 0.110, 0.150, 0.116, 0.127, 0.116, 0.108, 0.108, 0.115, 0.129, 0.119, 0.094, 0.107, 0.103, 0.093, 0.128, 0.082, 0.063, 0.089, 0.082],
  "homo_lumo_gap_ha": 0.3550,
  "energy_ev": -40644.4887
}

=====

Record 4
{
  "formula": "C20H32F9NO12S",
  "method": "ωB97M-V/def2-TZVPD",
  "symbols": ["C", "C", "O", "C", "C", "O", "C", "C", "N", "C", "C", "O", "S", "O", "O", "O", "H", "H", "H", "H", "H", "H", "H", "H", "H", "H", "H", "H", "H", "H", "H", "H", "H", "C", "C", "O", "C", "O", "C", "F", "F", "F", "H", "H", "H", "H", "H", "C", "C", "O", "C", "O", "C", "F", "F", "F", "H", "H", "H", "H", "H", "C", "C", "O", "C", "O", "C", "F", "F", "F", "H", "H", "H", "H", "H"],
  "xyz": [[-5.77, -3.76, -1.93], [-4.35, -3.41, -1.47], [-3.51, -4.56, -1.41], [-2.62, -4.70, -2.50], [-1.43, -3.77, -2.45], [-0.37, -4.21, -1.62], [-0.59, -4.30, -0.26], [-1.17, -5.66, 0.21], [-0.37, -6.33, 1.23], [-1.05, -7.57, 1.65], [-1.33, -3.10, 0.36], [-0.65, -2.78, 1.58], [0.91, -3.08, 1.41], [1.57, -1.96, 0.83], [1.36, -3.62, 2.63], [0.75, -4.18, 0.30], [-6.00, -3.26, -2.88], [-5.85, -4.83, -2.07], [-6.51, -3.43, -1.21], [-4.37, -2.99, -0.46], [-3.93, -2.64, -2.12], [-3.14, -4.56, -3.46], [-2.25, -5.72, -2.49], [-1.74, -2.75, -2.20], [-1.00, -3.72, -3.45], [-1.30, -6.33, -0.63], [-2.18, -5.46, 0.60], [-0.36, -5.74, 2.06], [-1.97, -7.38, 2.20], [-0.38, -8.11, 2.32], [-1.28, -8.18, 0.78], [-1.32, -2.22, -0.28], [-2.36, -3.32, 0.64], [1.94, 1.25, 0.90], [3.42, 1.51, 1.03], [3.77, 2.83, 0.56], [3.55, 3.82, 1.41], [3.11, 3.74, 2.52], [3.99, 5.17, 0.80], [3.55, 5.32, -0.45], [5.33, 5.23, 0.77], [3.54, 6.18, 1.53], [1.61, 1.41, -0.13], [1.72, 0.21, 1.16], [1.36, 1.91, 1.54], [3.99, 0.83, 0.40], [3.76, 1.38, 2.06], [0.82, 6.66, 4.04], [-0.65, 6.87, 3.74], [-1.40, 5.65, 3.88], [-1.73, 5.30, 5.12], [-1.49, 5.89, 6.12], [-2.54, 3.99, 5.08], [-1.97, 3.08, 4.29], [-3.77, 4.23, 4.62], [-2.65, 3.48, 6.30], [1.22, 5.86, 3.41], [1.37, 7.58, 3.84], [0.97, 6.38, 5.08], [-0.80, 7.17, 2.71], [-1.09, 7.64, 4.38], [3.24, 2.62, -2.70], [3.02, 3.16, -4.09], [2.83, 2.09, -5.05], [1.62, 1.55, -5.08], [0.67, 1.85, -4.42], [1.58, 0.45, -6.16], [2.64, -0.35, -6.08], [1.56, 1.01, -7.37], [0.49, -0.29, -6.02], [4.08, 1.92, -2.69], [3.46, 3.43, -2.01], [2.36, 2.09, -2.34], [3.89, 3.70, -4.45], [2.17, 3.83, -4.13]],
  "lowdin_charge": [-0.055, -0.256, -0.165, -0.181, -0.145, -0.011, -0.426, -0.130, -0.092, -0.120, -0.085, -0.163, 0.585, -0.226, -0.204, -0.111, 0.070, 0.080, 0.070, 0.111, 0.114, 0.135, 0.129, 0.116, 0.139, 0.122, 0.121, 0.101, 0.079, 0.078, 0.078, 0.139, 0.127, -0.047, -0.173, 0.019, -0.404, 0.167, -0.551, 0.157, 0.173, 0.172, 0.074, 0.052, 0.082, 0.128, 0.128, -0.053, -0.190, 0.034, -0.405, 0.172, -0.557, 0.168, 0.166, 0.178, 0.071, 0.085, 0.081, 0.124, 0.125, -0.052, -0.181, 0.037, -0.406, 0.168, -0.557, 0.171, 0.169, 0.171, 0.093, 0.061, 0.071, 0.127, 0.127],
  "homo_lumo_gap_ha": 0.3525,
  "energy_ev": -82610.8557
}

=====

Record 5
{
  "formula": "C4H10N2",
  "method": "ωB97M-V/def2-TZVPD",
  "symbols": ["C", "C", "C", "C", "H", "H", "H", "H", "H", "H", "H", "H", "H", "H", "N", "N"],
  "xyz": [[1.73, -0.83, 0.09], [0.85, 1.55, -0.05], [-0.72, -0.36, -0.06], [-1.77, 0.77, 0.09], [1.72, -1.34, 1.09], [1.58, -1.52, -0.74], [2.73, -0.32, 0.06], [0.67, 2.01, 0.99], [1.95, 1.68, -0.32], [0.28, 2.00, -0.82], [-1.73, 1.41, -0.83], [-1.49, 1.40, 0.97], [-2.76, 0.32, 0.28], [-0.26, -2.17, -0.04], [0.61, 0.13, -0.08], [-1.07, -1.60, -0.06]],
  "lowdin_charge": [-0.066, -0.104, -0.448, -0.044, 0.098, 0.076, 0.089, 0.109, 0.101, 0.055, 0.082, 0.078, 0.078, -0.004, -0.213, 0.112],
  "homo_lumo_gap_ha": 0.3441,
  "energy_ev": -7289.5591
}

=====

Record 6
{
  "formula": "C5H8O2",
  "method": "ωB97M-V/def2-TZVPD",
  "symbols": ["C", "C", "O", "C", "C", "C", "O", "H", "H", "H", "H", "H", "H", "H", "H"],
  "xyz": [[0.60, 0.45, 1.58], [0.33, -0.24, 0.26], [1.13, -1.39, 0.08], [-1.11, -0.60, -0.17], [-0.94, 0.15, -1.52], [0.38, 0.70, -0.97], [1.11, 1.60, -1.29], [0.38, -0.21, 2.43], [1.66, 0.74, 1.63], [0.01, 1.37, 1.68], [2.05, -1.14, 0.23], [-1.27, -1.67, -0.25], [-1.88, -0.16, 0.47], [-0.77, -0.52, -2.37], [-1.68, 0.91, -1.80]],
  "lowdin_charge": [-0.007, -0.510, 0.015, -0.081, -0.061, -0.333, 0.124, 0.091, 0.090, 0.094, 0.106, 0.117, 0.116, 0.123, 0.116],
  "homo_lumo_gap_ha": 0.3727,
  "energy_ev": -9408.8101
}